1.
Computed, not measured: 6 unconnected molecules or ions with the total composition C40H69BN2O21 at a distorted geometry, with the ωB97M-V functional and the def2-TZVPD basis.

Atoms and positions in Å:
1 C 0.6720 -0.5522 -1.0693
2 O -0.2207 -1.7438 -0.9723
3 C -1.5384 -1.2401 -0.4606
4 C -2.0035 -1.9977 0.9411
5 C -3.0422 -3.2542 0.5994
6 C -4.3532 -3.3139 1.5788
7 C -5.7966 -3.0955 0.8358
8 C -5.9701 -3.8683 -0.5991
9 C -6.3479 -2.8276 -1.8255
10 C -5.3117 -1.5682 -1.9913
11 C -6.1302 -0.2328 -2.5775
12 C -5.1491 1.0843 -2.5517
13 C -4.2739 1.6329 -3.8536
14 O -4.4372 0.8572 -5.1094
15 B -3.2302 0.0657 -5.4194
16 O -3.4308 -1.1945 -6.2026
17 O -1.8374 0.4072 -5.0652
18 C -3.2687 2.9609 -3.7184
19 C -3.1160 3.7740 -2.2955
20 C -2.0998 5.0501 -2.1325
21 C -2.7767 6.4043 -1.5037
22 N -2.1309 6.9666 -0.3968
23 C -4.0080 3.2427 -1.0257
24 C -4.9994 1.9425 -1.1617
25 C -5.6931 1.7933 0.3162
26 O -6.7294 1.0717 0.7565
27 N -4.8873 2.6606 1.2858
28 C -4.1335 3.7465 0.5299
29 O -3.7327 4.8563 1.1551
30 H 0.2627 0.2755 -1.7985
31 H 1.7293 -0.9785 -1.3940
32 H 0.8219 -0.0605 -0.0165
33 H -1.5173 -0.0609 -0.2746
34 H -2.2928 -1.3994 -1.3513
35 H -1.0260 -2.4906 1.3994
36 H -2.4982 -1.1985 1.6383
37 H -3.2715 -3.1726 -0.5447
38 H -2.4323 -4.2607 0.7984
39 H -4.2347 -2.4075 2.3469
40 H -4.3093 -4.2890 2.2377
41 H -6.1090 -1.9761 0.6765
42 H -6.6229 -3.5593 1.5621
43 H -6.8963 -4.6125 -0.5155
44 H -5.0352 -4.5568 -0.8635
45 H -6.3205 -3.4359 -2.8376
46 H -7.4171 -2.3849 -1.6305
47 H -4.7269 -1.2840 -0.9951
48 H -4.4554 -1.8899 -2.7588
49 H -6.4597 -0.4903 -3.6892
50 H -7.0883 -0.1049 -1.8780
51 H -3.9059 -1.8716 -5.6035
52 H -1.7251 0.3308 -4.0658
53 H -2.6719 3.2437 -4.7123
54 H -1.7408 5.3373 -3.2327
55 H -1.1014 4.7172 -1.5713
56 H -3.7363 6.8927 -2.0066
57 H -1.2965 6.3555 -0.1448
58 H -5.6619 3.2418 1.7055
59 C 5.5307 3.9808 -1.9666
60 C 5.5134 2.8480 -2.9782
61 O 4.1875 2.3338 -3.1538
62 C 3.3543 3.0974 -3.9011
63 O 3.6364 4.1624 -4.4327
64 O 2.1420 2.4904 -3.9385
65 C 1.1385 3.2482 -4.6102
66 H 5.0760 3.6625 -1.0245
67 H 6.5545 4.3126 -1.7748
68 H 4.9542 4.8427 -2.3213
69 H 6.1252 2.0218 -2.6027
70 H 5.9404 3.1547 -3.9409
71 H 1.4589 3.5295 -5.6187
72 H 0.8878 4.1363 -4.0225
73 H 0.2433 2.6259 -4.6955
74 C 9.9067 4.3767 3.4300
75 C 9.3528 5.3272 2.3828
76 O 8.2026 4.7684 1.7362
77 C 7.0543 4.7914 2.4550
78 O 6.9196 5.2463 3.5824
79 O 6.0814 4.1987 1.7189
80 C 4.8401 4.0630 2.4066
81 H 10.1075 3.3954 2.9913
82 H 10.8310 4.7712 3.8603
83 H 9.1917 4.2189 4.2453
84 H 10.1070 5.4840 1.6053
85 H 9.1183 6.3106 2.8083
86 H 4.4937 5.0250 2.7985
87 H 4.9402 3.3307 3.2132
88 H 4.0961 3.6942 1.6950
89 C 15.3067 4.8539 -0.7905
90 C 14.7528 5.8045 -1.8376
91 O 13.6026 5.2457 -2.4842
92 C 12.4543 5.2686 -1.7655
93 O 12.3196 5.7236 -0.6380
94 O 11.4814 4.6760 -2.5016
95 C 10.2401 4.5403 -1.8138
96 H 15.5075 3.8727 -1.2292
97 H 16.2310 5.2485 -0.3602
98 H 14.5917 4.6962 0.0248
99 H 15.5070 5.9612 -2.6152
100 H 14.5183 6.7878 -1.4121
101 H 9.8937 5.5022 -1.4220
102 H 10.3402 3.8080 -1.0072
103 H 9.4961 4.1715 -2.5254
104 C -3.0270 -3.1443 8.6174
105 C -4.4644 -3.1012 8.1289
106 O -4.5527 -3.4870 6.7517
107 C -4.4426 -4.8146 6.5043
108 O -4.2849 -5.6923 7.3416
109 O -4.5116 -5.0031 5.1629
110 C -4.3025 -6.3543 4.7592
111 H -2.3825 -2.5422 7.9709
112 H -2.9551 -2.7695 9.6419
113 H -2.6288 -4.1651 8.5994
114 H -4.8349 -2.0733 8.1930
115 H -5.1240 -3.7215 8.7479
116 H -4.9837 -7.0360 5.2789
117 H -3.2611 -6.6385 4.9373
118 H -4.5010 -6.4226 3.6860
119 C -8.0773 -10.4478 0.8966
120 C -8.2303 -9.0370 0.3551
121 O -7.0188 -8.2888 0.5160
122 C -6.0251 -8.5832 -0.3566
123 O -6.0780 -9.4113 -1.2553
124 O -4.9485 -7.8185 -0.0469
125 C -3.7920 -8.1077 -0.8288
126 H -7.7320 -10.4266 1.9339
127 H -9.0275 -10.9861 0.8476
128 H -7.3338 -11.0166 0.3269
129 H -9.0026 -8.5142 0.9280
130 H -8.5498 -9.0356 -0.6941
131 H -4.0097 -8.0493 -1.9002
132 H -3.4039 -9.0965 -0.5667
133 H -3.0274 -7.3624 -0.5927

Values from the calculation:
Kohn-Sham gap	7.6	eV
total energy	-89240.457	eV
molar mass	924.80	g/mol
SMILES	[H]/N=C\Cc1cc(OB(O)O)c(CCCCCCCCCOC)c2c1C(=O)NC2=O.CCOC(=O)OC.CCOC(=O)OC.CCOC(=O)OC.CCOC(=O)OC.CCOC(=O)OC
2S+1	1
total charge	0

Here are the Mulliken charges for atoms 1 to 2, given in e: C -0.42; O -0.38

2.
Computed, not measured: 3 unconnected molecules or ions with the total composition C40H69N2O6P3S at a distorted geometry, with the ωB97M-V functional and the def2-TZVPD basis.

Atoms and positions in Å:
1 C 5.0544 -2.8929 5.0760
2 C 5.5645 -1.4492 5.2350
3 C 6.9537 -1.2908 4.5467
4 C 7.1114 0.1964 4.1282
5 C 6.4126 0.3346 2.7329
6 C 7.3998 -0.1061 1.5944
7 C 7.4077 0.9316 0.4212
8 C 7.3914 0.1801 -0.9481
9 C 6.0250 0.3204 -1.6818
10 C 5.4466 -1.0133 -2.2021
11 C 5.3306 -2.1147 -1.1399
12 C 4.2325 -1.7402 -0.0927
13 C 3.3358 -2.9590 0.1713
14 C 2.2648 -2.7075 1.2787
15 C 1.1624 -1.7825 0.8003
16 C 0.1992 -2.3353 -0.0176
17 C -0.8617 -1.6015 -0.4882
18 P -2.0112 -2.4861 -1.5807
19 N -2.4617 -1.6537 -2.8128
20 O -3.2509 -2.9748 -0.6592
21 O -1.2045 -3.7903 -2.1630
22 C -1.0069 -0.2605 -0.1320
23 P -2.5092 0.6366 -0.7463
24 S -3.3987 1.4040 0.8257
25 C -0.0410 0.3490 0.6652
26 C 1.0217 -0.4382 1.1200
27 C 2.0339 0.2259 2.0145
28 O 3.1609 -0.2075 2.1729
29 C 1.6520 1.4637 2.7934
30 C 2.3927 1.7417 3.9186
31 C 2.0988 2.8781 4.6287
32 C 1.0621 3.6796 4.2179
33 C 0.3072 3.4223 3.0973
34 P -1.0153 4.6239 2.6702
35 N -1.3133 5.7108 3.7482
36 O -2.3434 3.7661 2.4667
37 O -0.6263 5.3469 1.2840
38 C 0.6113 2.2644 2.3481
39 C -0.0551 1.8227 1.0637
40 O -0.5533 2.6454 0.3156
41 H 4.1176 -3.0105 5.6329
42 H 4.8331 -3.1379 4.0290
43 H 5.8309 -3.5793 5.4289
44 H 4.9000 -0.7242 4.7488
45 H 5.6332 -1.2076 6.3014
46 H 7.7226 -1.5831 5.2721
47 H 7.0050 -1.9515 3.6740
48 H 8.1641 0.4786 4.0313
49 H 6.5552 0.8351 4.8234
50 H 5.6313 -0.4306 2.7391
51 H 6.0206 1.3398 2.5657
52 H 8.4062 -0.2642 1.9996
53 H 7.0626 -1.0759 1.2114
54 H 8.3265 1.5167 0.5244
55 H 6.5254 1.5642 0.5347
56 H 8.1693 0.6549 -1.5615
57 H 7.6992 -0.8613 -0.8318
58 H 5.2849 0.8363 -1.0556
59 H 6.2107 0.9953 -2.5269
60 H 6.1177 -1.3771 -2.9951
61 H 4.4649 -0.7924 -2.6413
62 H 5.0543 -3.0739 -1.5977
63 H 6.2562 -2.2880 -0.5835
64 H 4.7361 -1.4309 0.8284
65 H 3.6310 -0.8788 -0.4095
66 H 2.7846 -3.1479 -0.7608
67 H 3.9135 -3.8362 0.4799
68 H 1.7831 -3.6841 1.4436
69 H 2.6968 -2.4216 2.2372
70 H 0.2969 -3.3832 -0.2933
71 H -2.1931 -2.1011 -3.6813
72 H -3.2069 -3.9459 -0.6344
73 H -0.6123 -3.4059 -2.8249
74 H -3.4505 -0.2596 -1.2795
75 H -2.1989 1.6887 -1.6281
76 H 3.1923 1.0530 4.1743
77 H 2.6877 3.1144 5.5094
78 H 0.8788 4.5692 4.8134
79 H -0.6884 5.5919 4.5364
80 H -3.0610 4.3734 2.7077
81 H 0.1346 4.9166 0.8744
82 C -2.9097 3.0358 -7.8431
83 C -3.8976 3.6942 -6.8847
84 C -3.3497 3.8600 -5.4682
85 C -3.0071 2.5535 -4.7504
86 C -4.1612 1.5573 -4.6180
87 C -5.3284 2.0897 -3.7918
88 H -2.6564 2.0223 -7.5275
89 H -3.3357 2.9710 -8.8457
90 H -1.9857 3.6148 -7.9068
91 H -4.8294 3.1223 -6.8697
92 H -4.1529 4.6838 -7.2738
93 H -4.0742 4.4237 -4.8738
94 H -2.4482 4.4802 -5.5067
95 H -2.6342 2.7991 -3.7499
96 H -2.1773 2.0614 -5.2666
97 H -3.7810 0.6493 -4.1387
98 H -4.5192 1.2532 -5.6058
99 H -5.0009 2.3571 -2.7836
100 H -6.1058 1.3286 -3.7032
101 H -5.7807 2.9707 -4.2504
102 C -6.6790 -2.4097 -1.9548
103 C -6.9968 -1.3904 -0.8635
104 C -6.6342 -1.8706 0.5405
105 C -7.3898 -3.1140 1.0146
106 C -8.9124 -2.9857 1.0145
107 C -9.4274 -1.9025 1.9572
108 H -7.2508 -3.3314 -1.8286
109 H -6.9250 -2.0016 -2.9368
110 H -5.6159 -2.6589 -1.9510
111 H -8.0550 -1.1183 -0.9143
112 H -6.4356 -0.4738 -1.0687
113 H -6.7989 -1.0517 1.2459
114 H -5.5613 -2.0830 0.5762
115 H -7.0545 -3.3559 2.0287
116 H -7.1084 -3.9709 0.3942
117 H -9.3402 -3.9454 1.3184
118 H -9.2789 -2.7960 0.0018
119 H -9.1094 -2.0975 2.9836
120 H -10.5183 -1.8732 1.9435
121 H -9.0688 -0.9131 1.6695

Values from the calculation:
Kohn-Sham gap	6.5	eV
total energy	-96568.563	eV
molar mass	798.99	g/mol
SMILES	CCCCCCCCCCCCCCc1cc(P(=N)(O)O)c([PH2]=S)c2c1C(=O)c1cccc(P(=N)(O)O)c1C2=O.CCCCCC.CCCCCC
2S+1	1
total charge	0

Here are the Mulliken charges for atoms 1 to 2, given in e: C -1.33; C 0.71

Question: Among the records above, which one has the lowest total energy?
Answer: C40H69N2O6P3S

Question: 2S+1 of number 2 (C40H69N2O6P3S)?
Answer: 1

Question: Which value of Kohn-Sham gap does entry 2 give?
Answer: 6.5 eV